Here is a structure of composition C17H37BClInNO6 from OMol25. Energies are from wB97M-V/def2-TZVPD.

multiplicity: 1
relative energy (zero: lowest compared OMol25 entry of this formula, charge and spin): 0.0 kcal/mol
Kohn-Sham gap: 6.84 eV
total charge: -1
highest occupied orbital energy: -4.37 eV
E: -50377.46976 eV

Positions of all 64 atoms, in Å:
C -7.53198 -1.95826 -0.44641
C -6.03770 -2.32686 -0.41198
C -5.29866 -1.89732 -1.65277
O -5.65242 -2.16561 -2.77644
O -4.21889 -1.15959 -1.36405
C -3.10358 -1.21127 -2.28263
C -2.14578 -2.32916 -1.90249
In -0.51830 -1.80874 -0.46791
C 0.73657 -0.14349 -1.24301
C 1.68412 0.40763 -0.15558
C 1.13362 1.67661 0.47645
Cl 2.43721 2.75838 1.11669
C -1.27991 -1.11047 1.54239
O -1.66524 -2.24361 2.40496
C -2.88112 -2.75753 2.25050
C -2.86973 -4.25444 2.43000
O -3.87365 -2.10925 2.01348
B 0.71650 -3.74165 -0.12485
O 0.36121 -4.70261 0.83981
N 1.82152 -4.11416 -1.03251
C 3.04716 -3.37099 -0.72096
C 2.05782 -5.54954 -1.15442
H -8.16557 -2.83064 -0.60692
H -7.74096 -1.26311 -1.26146
H -7.82683 -1.47698 0.48614
H -5.54365 -1.90175 0.45913
H -5.91906 -3.41227 -0.35634
H -2.63904 -0.22387 -2.21932
H -3.49636 -1.30843 -3.29842
H -2.71215 -3.17082 -1.48905
H -1.65370 -2.69656 -2.80895
H 1.32836 -0.50437 -2.08853
H 0.11736 0.67403 -1.63098
H 1.85000 -0.32716 0.64129
H 2.66936 0.63781 -0.57417
H 0.49829 1.46772 1.33470
H 0.58075 2.27023 -0.24825
H -0.48778 -0.61373 2.11065
H -2.11961 -0.41160 1.49468
H -3.87488 -4.64955 2.30208
H -2.17096 -4.69658 1.71714
H -2.50567 -4.50112 3.43016
H 0.46626 -4.37168 1.73462
H 3.38252 -2.76231 -1.56963
H 3.85620 -4.06476 -0.47277
H 2.92069 -2.69326 0.12821
H 1.14224 -6.04376 -1.48430
H 2.36459 -6.02782 -0.21357
H 2.82525 -5.73649 -1.91255
C 4.94826 8.26375 1.84519
C 5.37045 7.82827 0.45102
O 5.47956 6.42880 0.29044
C 4.28251 5.68849 0.50513
C 3.15212 6.06165 -0.43655
H 5.60772 7.82635 2.59626
H 5.00066 9.35090 1.92492
H 3.92545 7.96379 2.07541
H 6.36728 8.21330 0.23065
H 4.69052 8.25418 -0.29677
H 3.95636 5.77843 1.54715
H 4.56433 4.64859 0.34998
H 2.78720 7.07562 -0.26213
H 2.31896 5.37541 -0.28874
H 3.48418 5.99323 -1.47380

Atoms 1-2, force components in eV/Å:
C 0.0447 0.0157 -0.1688
C -0.1781 0.2496 0.1529

Mulliken population analysis, charges in e, atoms 1 to 8:
1. C -1.21
2. C 0.30
3. C 0.31
4. O -0.64
5. O -0.27
6. C -0.53
7. C -1.00
8. In 1.31

=====

Here is a cluster of 9 separate species, C17H37BNO37S9 in total at a distorted geometry from OMol25. Energies are from wB97M-V/def2-TZVPD.

multiplicity: 1
Kohn-Sham gap: 6.28 eV
total charge: -1
highest occupied orbital energy: -4.84 eV
E: -193664.98257 eV

Positions of all 102 atoms, in Å:
C -2.94254 -2.12795 -5.14227
S -4.09205 -2.50630 -3.77487
O -4.20722 -1.27259 -2.99760
O -5.35714 -2.80795 -4.42589
N -3.67925 -3.81228 -2.94709
O -2.64698 -3.46626 -1.99819
B -1.38484 -3.59560 -2.54110
O -0.45744 -2.59630 -2.21505
O -0.98850 -4.58684 -3.39900
H -2.00907 -2.70722 -5.09448
H -3.43763 -2.38534 -6.08548
H -2.68786 -1.06092 -5.11469
H -0.95684 -1.78196 -2.38635
H -1.74350 -5.13850 -3.65945
C 1.34918 -4.04802 -8.29941
C -0.09424 -3.65547 -8.05232
O -0.59823 -4.66276 -7.17235
S 0.57929 -5.17089 -6.20352
O 0.47818 -4.49208 -4.97064
O 0.64395 -6.59070 -6.29512
O 1.81691 -4.54177 -7.04333
H 1.41953 -4.85477 -9.03376
H 1.95798 -3.20768 -8.62579
H -0.67954 -3.62282 -8.96789
H -0.16433 -2.69188 -7.54174
C 2.45642 0.56411 0.82762
C 1.63975 0.04273 1.98856
O 0.32831 -0.15395 1.45285
S 0.44509 -0.58839 -0.10067
O 0.34221 -1.99035 -0.20138
O -0.37777 0.28518 -0.86558
O 1.98460 -0.16569 -0.31329
H 2.26830 1.62384 0.65721
H 3.51821 0.40444 0.96597
H 1.61379 0.73878 2.82411
H 2.01462 -0.92432 2.33443
C -0.13928 0.98128 5.80449
C -0.50837 1.71187 7.07444
O 0.74480 2.13353 7.63087
S 1.77665 2.45044 6.43962
O 1.77217 3.84721 6.19750
O 2.97024 1.72317 6.68257
O 0.95741 1.73219 5.25680
H 0.21087 -0.03134 6.01423
H -0.96314 0.93770 5.09659
H -1.04381 1.07769 7.77583
H -1.10259 2.60381 6.86256
C 3.19674 -7.48257 -4.52976
C 4.28560 -8.05383 -5.40904
O 5.20471 -8.66792 -4.49615
S 4.39297 -9.23906 -3.23105
O 4.15920 -10.62568 -3.43044
O 5.00324 -8.74158 -2.05121
O 3.02054 -8.45521 -3.48748
H 3.51009 -6.54218 -4.07051
H 2.26946 -7.33007 -5.07103
H 4.78614 -7.29212 -6.00138
H 3.89498 -8.83033 -6.07129
C 1.20817 -1.02386 9.62830
C 0.40504 -1.55392 10.79791
O -0.90995 -1.76485 10.26717
S -0.79853 -2.19512 8.72323
O -0.87866 -3.60593 8.63548
O -1.63341 -1.33616 7.95955
O 0.73125 -1.76129 8.49613
H 1.00976 0.03651 9.45487
H 2.27737 -1.17351 9.75496
H 0.37317 -0.85736 11.63163
H 0.79004 -2.51629 11.14295
C -5.21859 2.17026 -2.31731
C -4.08922 1.87527 -1.36154
O -3.38878 3.12892 -1.23200
S -4.42733 4.33177 -1.36207
O -4.78258 4.76184 -0.04919
O -3.94954 5.23975 -2.34725
O -5.65207 3.50149 -1.96427
H -4.86997 2.18492 -3.35057
H -6.03537 1.46094 -2.22228
H -3.42462 1.09635 -1.72811
H -4.46643 1.59489 -0.37637
C 3.34863 5.51216 0.47631
C 4.45508 4.98457 -0.41256
O 5.38835 4.38161 0.49319
S 4.59331 3.76781 1.74621
O 4.39125 2.37962 1.51790
O 5.17786 4.26458 2.93594
O 3.19795 4.51973 1.49759
H 3.63337 6.45255 0.95269
H 2.41337 5.64840 -0.06106
H 4.93649 5.76868 -0.99097
H 4.08708 4.20869 -1.08816
C -3.63103 7.71686 0.93715
C -3.30284 8.19637 -0.45764
O -2.82918 9.54022 -0.27005
S -2.07388 9.64642 1.14267
O -0.67577 9.52375 0.92505
O -2.62970 10.73502 1.86381
O -2.60609 8.27213 1.77570
H -4.59396 8.10851 1.27217
H -3.63767 6.63326 1.01003
H -4.16599 8.17808 -1.11666
H -2.49635 7.60778 -0.89912

Atoms 1-2, force components in eV/Å:
C 0.5737 0.0727 -0.1624
S -1.9224 0.0392 0.5728

Mulliken population analysis, charges in e, atoms 1 to 8:
1. C -0.73
2. S 1.16
3. O -0.59
4. O -0.78
5. N -0.67
6. O -0.20
7. B 0.53
8. O -0.48

=====

Here is a cluster of 4 separate species, C17H37FINO10PS4 in total at a distorted geometry from OMol25. Energies are from wB97M-V/def2-TZVPD.

multiplicity: 1
relative energy (zero: lowest compared OMol25 entry of this formula, charge and spin): 26.1 kcal/mol
Kohn-Sham gap: 8.57 eV
total charge: +1
highest occupied orbital energy: -12.10 eV
E: -103634.30690 eV

Positions of all 72 atoms, in Å:
C -2.93728 3.25740 4.46940
C -2.34791 3.57455 3.30193
C -2.29874 2.54134 2.19720
S -1.65520 1.00170 2.99017
C -0.71910 0.56557 1.61114
C -0.11875 -0.78228 1.50810
C 0.49228 -1.25115 2.85428
C -0.44942 -2.08730 3.70513
F -0.29213 -3.42424 3.41813
N -0.62224 1.52575 0.75484
C -1.27883 2.78327 1.08669
P -2.24207 3.52497 -0.35257
O -2.41764 2.19434 -1.28543
I -0.62371 4.94888 -1.47163
H -3.81013 2.61295 4.42409
H -2.55317 3.55943 5.43067
H -1.97527 4.57890 3.14415
H -3.26241 2.32222 1.73279
H -0.89327 -1.49228 1.22487
H 0.68526 -0.78469 0.77771
H 1.37354 -1.84683 2.64018
H 0.82812 -0.40333 3.44575
H -0.23258 -1.91288 4.75742
H -1.49569 -1.81398 3.57344
H -0.10716 1.42153 -0.11367
H -0.51571 3.53845 1.27004
H -3.14291 2.37328 -1.90488
O 2.30463 1.68732 -1.16396
S 3.34366 1.11231 -1.97546
O 4.30755 0.24449 -1.38221
O 4.07871 2.27818 -2.75100
C 4.62088 3.37969 -1.98191
C 5.89225 3.01042 -1.24570
C 2.63869 0.32125 -3.37908
H 3.85869 3.75881 -1.29920
H 4.82476 4.16225 -2.70888
H 5.70268 2.27362 -0.46675
H 6.32159 3.89601 -0.77797
H 6.62136 2.58122 -1.93171
H 1.92187 0.99286 -3.84297
H 2.14345 -0.57977 -3.02379
H 3.43758 0.06179 -4.06775
O 1.89396 -8.21128 6.31903
S 2.46410 -8.14740 5.00973
O 3.83663 -7.79074 4.83485
O 1.56129 -7.18742 4.11265
C 1.30827 -5.85925 4.61228
C 2.51585 -4.95073 4.47944
C 2.13969 -9.64027 4.13951
H 0.96390 -5.91223 5.64670
H 0.48969 -5.47210 4.01604
H 3.33349 -5.27776 5.11908
H 2.24918 -3.93165 4.76482
H 2.88446 -4.95139 3.45320
H 1.08865 -9.89105 4.24832
H 2.76408 -10.40952 4.58790
H 2.40654 -9.50140 3.09564
O -3.01654 1.38687 -5.90731
S -3.32337 2.68256 -5.39014
O -4.21978 2.82569 -4.27694
O -3.79630 3.61484 -6.57428
C -4.89370 3.15997 -7.40639
C -6.23796 3.27685 -6.71846
C -1.84209 3.53707 -4.99582
H -4.70115 2.13919 -7.73800
H -4.86748 3.79821 -8.28607
H -6.31231 2.59752 -5.87067
H -7.03581 3.03284 -7.41899
H -6.39050 4.28842 -6.34311
H -1.13883 3.46643 -5.82049
H -1.44314 3.04900 -4.10856
H -2.08704 4.57272 -4.77556

Atoms 1-2, force components in eV/Å:
C 0.0932 -0.0516 -0.9072
C -0.7272 0.0864 0.5613

Mulliken population analysis, charges in e, atoms 1 to 8:
1. C -0.83
2. C -0.38
3. C -0.06
4. S -0.13
5. C 0.52
6. C -0.56
7. C -0.99
8. C -0.38

=====

Here is a cluster of 2 separate species, C17H37N2O3 in total at a distorted geometry from OMol25. Energies are from wB97M-V/def2-TZVPD.

multiplicity: 1
relative energy (zero: lowest compared OMol25 entry of this formula, charge and spin): 16.8 kcal/mol
Kohn-Sham gap: 9.40 eV
total charge: +1
highest occupied orbital energy: -11.67 eV
E: -27343.87071 eV

Positions of all 59 atoms, in Å:
C -1.53749 2.75312 3.81115
C -2.35244 3.25000 2.60985
O -3.09952 2.23898 1.91730
C -2.39555 1.07933 1.68750
N -3.02226 0.34753 0.50990
C -2.43295 -1.03441 0.62581
C -2.75218 -1.95769 -0.54429
C -1.63212 -2.10735 -1.57805
C -0.25018 -2.48348 -0.96841
N 0.71627 -1.41269 -1.22956
C 1.44827 -1.57191 -2.50431
C 1.59226 -1.18772 -0.11673
C 1.39340 0.12066 0.63387
O 2.43432 -1.93133 0.23427
C -2.56036 1.15143 -0.66396
C -3.68746 2.13234 -1.03610
C -4.96233 1.69579 -0.22962
C -4.48621 0.44078 0.51130
H -0.53747 2.47885 3.48736
H -1.99337 1.87773 4.25890
H -1.49039 3.54502 4.53995
H -1.73571 3.82911 1.92317
H -3.09234 3.93572 2.99858
H -2.48790 0.41295 2.54695
H -1.33382 1.21850 1.52333
H -1.36757 -0.89223 0.76161
H -2.79364 -1.50176 1.53130
H -3.65370 -1.65961 -1.06962
H -2.96626 -2.95059 -0.16561
H -1.90588 -2.86102 -2.30889
H -1.49576 -1.19222 -2.13936
H -0.36308 -2.65527 0.09816
H 0.04538 -3.43996 -1.39831
H 1.35532 -0.64503 -3.06619
H 0.95458 -2.32361 -3.10431
H 2.50667 -1.77485 -2.37552
H 0.62804 0.70729 0.12883
H 2.29763 0.71244 0.61223
H 1.04843 -0.06078 1.64850
H -2.41314 0.57040 -1.56212
H -1.61885 1.67148 -0.55385
H -3.91965 1.91196 -2.06957
H -3.43781 3.17590 -0.96385
H -5.74668 1.52844 -0.94553
H -5.15199 2.46420 0.50333
H -4.96878 -0.37306 -0.01807
H -4.93239 0.35643 1.49330
C 5.31670 -0.34120 -0.54797
C 6.54717 -0.67671 -1.37796
C 7.34226 -1.81247 -0.75274
O 7.37303 0.47827 -1.51038
H 5.60560 -0.01378 0.45485
H 4.76040 0.47979 -1.00770
H 4.65566 -1.20279 -0.45303
H 6.24205 -0.95623 -2.38744
H 7.69543 -1.53146 0.24322
H 8.22234 -2.03820 -1.35502
H 6.73903 -2.71750 -0.66341
H 7.65700 0.74248 -0.62707

Atoms 1-2, force components in eV/Å:
C -0.0553 -0.2720 -1.0301
C -0.0545 0.3904 0.8384

natural (NBO) population analysis, charges in e, atoms 1 to 8:
1. C -0.65
2. C -0.07
3. O -0.54
4. C 0.13
5. N -0.22
6. C -0.21
7. C -0.43
8. C -0.41

=====

Here is a structure of composition C17H38AlBrNO6S2 at a distorted geometry from OMol25. Energies are from wB97M-V/def2-TZVPD.

multiplicity: 1
Kohn-Sham gap: 6.07 eV
total charge: -1
highest occupied orbital energy: -4.19 eV
E: -130330.48360 eV

Positions of all 66 atoms, in Å:
C -0.70145 5.14879 1.07752
N -1.06879 4.53201 -0.18144
C -0.07406 3.49681 -0.61851
Al -0.77908 1.63472 -0.15539
C 0.81892 0.59251 0.60030
C 1.76334 0.28537 -0.58675
C 3.19618 -0.07925 -0.18644
O 3.32104 -0.73570 1.08831
C 3.20416 -2.08489 1.00897
C 4.35916 -2.83151 1.63906
O 2.28521 -2.64068 0.49276
C -2.37671 1.68392 1.09141
C -3.60921 2.18873 0.25965
C -4.71409 2.71538 1.10865
O -5.21981 3.79059 1.00983
O -5.14175 1.82414 2.07635
C -1.34449 0.59203 -1.84607
C -1.55275 -0.86352 -1.47441
C -3.00986 -1.23148 -1.19651
Br -0.87061 -2.08832 -2.92783
H -0.90069 4.47864 1.91553
H -1.33247 6.02863 1.22976
H 0.35253 5.46742 1.12834
H -1.06004 5.27320 -0.87450
H 0.88661 3.69832 -0.11565
H 0.12984 3.58258 -1.69066
H 1.33345 1.16874 1.37592
H 0.48227 -0.34971 1.04273
H 1.76039 1.17441 -1.22613
H 1.30074 -0.52181 -1.15336
H 3.60683 -0.75490 -0.94660
H 3.81858 0.81332 -0.20413
H 4.67055 -2.33376 2.55753
H 3.97758 -3.81206 1.91116
H 5.17773 -2.93246 0.93105
H -2.64203 0.71262 1.51707
H -2.24037 2.40264 1.90664
H -3.27119 3.01097 -0.36863
H -3.94784 1.36803 -0.37154
H -6.10358 1.87489 2.10793
H -2.25993 0.99009 -2.28404
H -0.50963 0.64911 -2.54564
H -0.99122 -1.16431 -0.59296
H -3.11471 -2.30937 -1.08575
H -3.27302 -0.76496 -0.24618
H -3.64203 -0.86905 -2.00033
C 4.67382 -4.83790 5.67779
S 5.92117 -3.54520 5.60572
O 5.80414 -2.91091 4.26881
C 7.33617 -4.65403 5.53787
H 3.69707 -4.35861 5.68100
H 4.76367 -5.48231 4.80311
H 4.80215 -5.41481 6.59405
H 7.24392 -5.31170 4.67333
H 7.38507 -5.23622 6.45843
H 8.23284 -4.04528 5.44243
C -2.78879 -0.16628 -5.83327
S -3.96673 0.96419 -5.08588
O -4.50593 0.31011 -3.86987
C -5.22237 0.78327 -6.36500
H -1.91036 -0.25264 -5.19206
H -3.24508 -1.14941 -5.95169
H -2.49172 0.23358 -6.80424
H -5.51524 -0.26408 -6.44491
H -4.82467 1.14268 -7.31456
H -6.08284 1.38471 -6.07808

Atoms 1-2, force components in eV/Å:
C -0.3810 0.1328 0.0537
N 0.4616 0.2794 -0.5977

natural (NBO) population analysis, charges in e, atoms 1 to 8:
1. C -0.40
2. N -0.63
3. C -0.81
4. Al 1.70
5. C -0.99
6. C -0.43
7. C -0.06
8. O -0.54

=====

Here is a cluster of 3 separate species, C17H38B2BrI2O6 in total from OMol25. Energies are from wB97M-V/def2-TZVPD.

multiplicity: 1
Kohn-Sham gap: 7.26 eV
total charge: -1
highest occupied orbital energy: -4.89 eV
E: -118131.56680 eV

Positions of all 66 atoms, in Å:
C 2.72614 -4.55201 -0.65809
B 2.22402 -3.43175 -1.65595
O 3.07743 -2.97801 -2.62942
C 0.74624 -2.86131 -1.58595
O 0.05932 -3.09476 -2.79529
B -1.04469 -2.10053 -2.88769
C -2.55936 -2.75926 -2.80836
I -3.91643 -1.05697 -2.89217
C -3.03237 -3.61511 -1.64168
C -2.96775 -2.96971 -0.25689
I -1.94244 -5.49974 -1.64971
O -0.81123 -1.19139 -1.72535
C 0.48769 -1.36027 -1.29390
O 0.49179 -1.08636 0.10835
C 1.41920 -0.39126 -2.04344
C 1.34176 1.07489 -1.63977
C -0.04315 1.62225 -1.35268
Br 2.53336 1.44785 -0.09755
H 2.55775 -5.52247 -1.13813
H 3.79326 -4.48241 -0.42116
H 2.16332 -4.56027 0.27662
H 3.98289 -3.25294 -2.47622
H 0.23203 -3.35394 -0.73823
H -0.97200 -1.50795 -3.97020
H -2.79402 -3.27442 -3.73983
H -4.04266 -3.97083 -1.83592
H -2.82248 -3.71629 0.52305
H -3.91740 -2.46909 -0.05580
H -2.16189 -2.23966 -0.21136
H 1.32761 -1.38446 0.47616
H 2.45715 -0.71936 -1.98691
H 1.13222 -0.45582 -3.09796
H 1.81094 1.66291 -2.42636
H -0.00567 2.70696 -1.23628
H -0.69953 1.36870 -2.18706
H -0.45869 1.17689 -0.45225
C 5.84385 1.70283 4.53260
C 6.29854 1.59411 3.08643
O 5.44280 2.23421 2.16208
C 5.25157 3.62521 2.33324
C 6.52827 4.44331 2.23295
H 4.83432 1.30625 4.64587
H 6.51653 1.13037 5.17357
H 5.84802 2.73450 4.88718
H 6.30021 0.54834 2.77812
H 7.32786 1.96090 2.98524
H 4.74088 3.83401 3.28094
H 4.56554 3.90374 1.53337
H 7.23352 4.20624 3.03118
H 6.28915 5.50537 2.30815
H 7.02133 4.26645 1.27614
C -7.58380 2.49077 -0.13665
C -6.91672 2.37768 1.22492
O -6.45049 1.08134 1.53670
C -5.47555 0.54649 0.64414
C -4.20039 1.36239 0.55150
H -8.41420 1.78773 -0.21698
H -7.96952 3.50279 -0.27396
H -6.88678 2.28876 -0.95013
H -7.63899 2.60959 2.00974
H -6.10729 3.11319 1.30603
H -5.90660 0.39652 -0.35074
H -5.25043 -0.44348 1.03986
H -4.37716 2.35984 0.14456
H -3.49380 0.85763 -0.10921
H -3.74298 1.47085 1.53648

Atoms 1-2, force components in eV/Å:
C 0.0510 0.1925 0.1161
B 0.0387 -0.0477 -0.0761

natural (NBO) population analysis, charges in e, atoms 1 to 8:
1. C -1.01
2. B 1.00
3. O -0.87
4. C -0.30
5. O -0.73
6. B 0.62
7. C -0.53
8. I -0.02